114
Properties=species:S:1:pos:R:3:forces:R:3 method="wB97M-V/def2-TZVPD" largest_force_ev_per_a=3.268 s2=2.08 gap_ev="6.2 / 6.3" e_lumo_ha="-0.2359 / -0.2331" multiplicity=3 total_charge=+2
H -1.710 2.223 5.474 -0.2222 0.3096 0.3372
C 2.849 2.644 1.952 0.7430 -1.5120 -0.8916
C 1.071 -2.017 4.772 -0.4158 -0.4745 -0.8517
H 3.510 -1.247 4.934 0.5526 0.4867 1.1273
H 1.502 -6.021 2.154 -0.0909 -0.1927 -0.0681
H 3.911 2.710 1.832 0.7396 -0.1307 0.2236
C -4.659 -2.247 -2.384 -0.4153 0.3777 0.3610
C -0.993 5.598 0.346 -0.4184 0.7044 -0.0835
H 2.255 -4.549 4.574 -0.1038 -0.1503 -0.5992
N 1.154 0.993 1.481 -0.4128 -0.6304 -0.1297
H -1.310 -4.889 2.198 -0.1441 0.2159 0.3431
C 2.336 1.422 1.203 0.0359 0.7395 0.7192
C 2.237 -2.428 3.877 0.8607 0.4793 -0.7703
H -2.395 4.162 4.171 -0.1533 0.6544 -0.1787
H -5.187 -1.681 -0.373 0.3529 -0.4264 -0.1262
H 2.590 2.613 2.998 -0.2201 0.0109 0.1195
H -2.875 -0.668 0.175 -0.7792 -1.2409 -1.1616
H 0.629 -1.046 4.487 -0.0521 -0.5406 -0.0947
C 1.283 -0.415 -4.039 -1.0402 0.0052 0.5823
C -3.740 -2.013 -3.372 -0.4185 -0.1040 -1.2078
H -1.016 4.767 5.093 0.1635 -0.3211 0.1411
C -2.148 -1.233 -1.813 1.0454 1.5302 1.1623
H 4.177 -2.499 0.791 0.1392 0.2162 0.3984
C 1.984 -2.473 -5.055 -1.1881 0.8197 0.2310
C 1.101 -5.560 1.250 0.1762 0.8652 0.6160
H -0.982 -3.192 2.831 -0.0874 -0.4771 -0.2845
C 0.550 -2.486 -3.125 -1.0298 1.4578 0.0693
C -2.490 -1.510 -3.115 0.2453 -0.3781 0.1721
C -1.146 2.569 4.622 1.4400 0.6093 -0.1919
H -0.658 5.819 1.357 0.0359 0.5519 -0.3352
H -0.060 2.423 4.848 -0.8803 -0.4486 -0.3911
C 0.194 -3.533 0.282 -0.7458 1.8638 -1.2835
O -4.251 1.730 4.388 -0.0584 0.2644 -0.1256
H -4.022 -2.103 -4.410 -0.0781 -0.4414 -0.0817
N 2.527 -0.394 -0.387 -0.2357 -0.5543 0.6847
S -1.311 -0.460 1.886 0.9608 1.2740 0.6832
H 3.084 -3.524 -0.037 -0.0086 -0.2509 0.0309
C -1.712 6.116 -1.882 0.7283 -1.2385 -0.2389
H -1.811 -1.355 -3.938 0.0992 0.0449 -0.0191
C 4.751 0.767 -1.597 0.4791 0.0263 -0.7667
H -0.520 -2.583 0.515 0.9629 -1.0168 -0.6958
C -1.276 6.557 -0.659 0.7806 -0.1813 1.3240
H 5.681 1.123 -2.044 -0.4274 0.3339 0.2022
C 4.139 1.338 -0.517 -0.3403 0.9042 1.6131
C -2.717 1.853 -2.829 -2.9643 0.2761 -0.5240
C -4.109 2.195 -2.860 1.4005 0.2966 -2.0918
H -1.088 1.219 -4.014 0.0138 -0.0982 -0.0995
H 3.873 -3.952 3.976 -0.7630 0.0978 0.2971
H -1.789 6.783 -2.703 -0.4657 0.6384 -0.5156
C 2.907 -3.682 4.463 0.1771 -0.3559 -0.5892
H 1.540 1.196 -2.221 -1.2182 1.7565 0.8958
H 1.126 2.615 -1.060 -0.2262 -0.5694 -0.2400
N -1.571 1.649 3.530 0.0713 0.9620 1.1123
H -0.538 -4.130 -0.290 0.3349 0.1110 0.0356
H -0.101 -4.564 3.524 -0.7553 -0.1018 -0.4225
H -2.157 1.766 -6.213 -0.7487 -0.2270 1.0878
H 1.125 -3.335 -0.363 -1.5195 -0.0568 0.4852
C -4.764 2.448 -4.076 1.3299 -0.6797 1.1250
C 3.303 -1.301 3.893 -1.1038 0.2805 0.0834
C 0.737 1.981 -1.887 1.8668 -0.3002 -1.0794
H -4.430 2.618 -6.242 0.0298 -0.1367 0.8358
H -0.944 3.526 0.781 0.1546 -0.7640 1.6178
H 1.158 -4.194 -4.164 -0.3243 -0.9598 -0.1295
C 4.143 -0.336 -2.148 0.4848 -0.5700 0.5525
H -0.826 4.338 3.360 -0.0612 -0.1173 0.3676
C -2.128 1.527 -4.014 0.8204 0.6174 -1.5256
C -1.321 4.080 4.308 -0.9261 -1.2035 -0.5942
H 2.497 3.523 1.479 -0.8647 1.0430 -0.2744
H 3.963 -4.157 1.333 0.6141 -0.9699 0.4179
C -0.565 -4.187 2.587 0.9336 0.0071 0.4394
Si 1.885 -2.868 2.074 1.3158 0.7659 -1.1548
H 4.551 -0.799 -3.022 0.0139 -0.2907 -0.3133
H 0.617 2.683 -2.748 -0.1944 -0.5821 0.5098
C 1.142 -3.136 -4.154 2.1701 -0.1111 -0.5831
H -4.566 2.422 -1.946 -0.9657 0.0796 1.2106
C 1.975 -1.065 -5.037 0.3902 -1.4058 -0.1348
H 1.283 0.643 -4.104 -0.0857 0.8392 0.1472
H 3.085 -3.442 5.479 0.7279 0.3243 1.2132
C -3.127 -1.248 -0.762 1.1138 0.5159 -0.8830
H -4.824 2.498 4.347 0.0204 0.3683 -0.3844
H -1.070 7.618 -0.492 -0.2354 -0.4108 0.0330
N -0.469 1.253 -1.554 -0.0654 -1.7768 0.0374
H -4.633 1.273 5.131 -0.0629 -0.6875 0.5364
C -4.370 -1.789 -1.094 -0.3086 0.5892 0.7763
C 3.107 -0.921 -1.459 -0.4884 -0.2376 -0.8216
H 2.883 -0.303 3.614 0.3908 -0.7555 -0.1346
H -0.077 -3.007 -2.463 -0.5513 -0.9139 0.8788
C 0.594 -4.104 1.587 0.1448 -1.9429 0.1804
H 4.451 2.295 -0.100 0.2725 -0.3708 -0.1930
C -1.220 4.269 0.097 0.6154 -0.0044 -0.5709
H 2.495 -3.063 -5.792 0.2737 0.0941 -0.2910
H -2.508 1.285 3.517 -0.4236 0.0884 0.5287
C 0.537 -1.091 -3.041 0.7716 0.0612 -1.0767
H 2.498 -0.493 -5.799 -0.0078 -0.0705 0.1859
C -2.754 1.811 -5.264 1.9215 -0.1132 0.5911
P -2.044 1.976 -1.202 1.0346 0.4951 0.3527
H -2.285 4.358 -3.048 0.4504 0.4829 -0.1442
C 3.467 -3.300 0.962 -1.6914 1.2890 0.2358
H -5.644 -2.638 -2.670 0.4187 0.2003 0.4173
H 2.637 -1.799 -1.857 0.0320 -0.3816 0.0065
C -0.754 1.161 2.662 2.2930 -0.9307 -2.1340
P -0.391 -0.479 -1.608 -1.2481 0.5782 0.3094
Mo 0.608 -0.934 0.594 -0.2050 1.1217 1.3335
C -4.005 2.342 -5.256 -1.7960 0.1368 -1.1756
H 0.366 -2.857 4.693 -0.3630 0.6943 0.3739
C -1.606 3.787 -1.134 -0.5391 0.2971 -0.8120
H 1.908 -5.560 0.498 -0.4427 0.0096 0.1949
H 1.371 -1.931 5.809 0.3062 -0.0424 0.2452
N 0.429 1.748 2.379 -1.6202 -1.6722 0.0516
H -5.812 2.670 -4.020 -0.2267 0.3763 -0.4358
C -1.828 4.744 -2.134 -1.1467 -0.9970 0.0090
H 4.247 -1.531 3.423 0.0941 -0.0115 -0.5427
H 0.239 -6.133 0.894 0.2324 -0.0778 -0.0096
C 3.043 0.730 0.107 0.7988 1.3683 -0.3960

---

116
Properties=species:S:1:pos:R:3:forces:R:3 method="wB97M-V/def2-TZVPD" largest_force_ev_per_a=0.992 s2=6.09 gap_ev="6.0 / 6.5" e_lumo_ha="-0.2072 / -0.2601" multiplicity=5 total_charge=+2
H 2.419 1.912 3.533 -0.0133 -0.1772 0.0816
C -2.662 -2.068 0.609 0.1152 0.0978 0.3532
H 0.447 4.333 5.229 0.1961 0.1648 -0.0051
C -1.259 -1.697 5.854 -0.0138 0.0278 0.1317
H -3.237 1.994 4.352 0.0810 0.0617 0.1396
C -1.199 -2.373 3.555 0.3165 0.3844 -0.5828
C -0.143 3.638 4.640 0.1533 -0.2856 -0.8269
H 1.940 2.904 -0.215 0.0114 -0.1788 -0.0906
C -3.807 1.613 3.508 0.5083 0.2607 -0.6658
I -3.071 -5.141 -1.161 0.1333 0.3062 -0.3949
Si 0.560 3.449 2.877 0.4184 0.3362 0.6689
H -2.238 -0.561 -0.803 -0.1526 -0.2532 -0.1134
C 2.514 -1.527 -2.658 -0.1680 0.1109 0.6183
H -0.849 0.877 -2.584 0.1249 -0.0015 0.1671
C 4.229 -0.856 -0.024 -0.7628 0.2813 0.0442
C 1.068 -4.203 0.007 -0.0499 -0.0095 -0.1510
H -1.537 2.936 -3.483 0.0090 0.0184 -0.0228
H -4.842 1.908 3.645 -0.2164 0.1337 -0.0827
H 1.251 5.138 -2.936 0.0078 -0.0009 0.0362
H 7.343 -2.017 -0.609 0.0418 -0.0303 -0.0165
H 0.565 -4.291 2.082 -0.1184 0.1506 0.0303
C 0.430 5.112 1.919 -0.0936 -0.8698 0.1350
C -0.508 3.299 -3.439 -0.1610 -0.0283 -0.1348
C 1.092 4.435 -2.118 0.0640 0.1151 0.0915
C 0.082 -4.009 1.142 -0.0080 0.2241 -0.0125
C 3.463 -0.717 -3.263 0.1149 0.0650 0.1323
C -1.393 -1.538 -3.906 0.3256 0.4042 0.4561
H -6.148 -1.833 -1.099 -0.1216 0.0176 -0.1097
H -1.917 -3.183 7.249 -0.0309 -0.0075 0.1056
H -0.380 5.141 1.197 -0.1111 0.0410 -0.0694
H 3.737 0.749 1.303 0.0239 0.0337 0.0601
H -1.846 -4.386 3.152 0.0042 -0.0500 0.0522
H -0.935 -0.764 -4.508 0.0874 0.0959 -0.2229
C -2.707 -1.576 -0.794 0.0767 0.1096 -0.1592
H -2.296 -4.895 5.511 -0.0501 -0.1116 0.0489
C -5.055 -2.329 0.677 -0.1886 -0.0349 0.0665
H -3.167 -4.415 -4.206 -0.0942 -0.0796 -0.0144
H 0.592 -4.041 -0.964 0.0126 -0.1017 0.0256
H 2.603 -3.285 1.206 0.1171 0.0725 -0.0822
C 2.351 2.796 2.904 -0.8544 0.1163 -0.0806
H -5.928 -2.637 1.224 -0.1527 -0.0081 0.0716
C 4.532 0.147 0.883 -0.1861 0.1189 0.0483
H 7.881 -0.246 1.024 0.1265 0.0341 0.0053
N 0.415 1.828 -1.188 0.0022 -0.5738 0.5927
C 0.181 1.233 -2.535 -0.1513 -0.3501 -0.6691
C 2.313 -3.344 0.152 -0.1473 0.2240 -0.1128
H 4.486 -0.242 -5.074 0.0996 0.0454 -0.0816
C -1.673 -3.630 3.909 -0.0219 -0.0978 -0.1954
H 3.145 -3.784 -0.401 0.0463 0.2105 -0.0100
H -0.138 2.681 5.155 0.0096 -0.1363 0.0809
C -3.084 4.192 1.771 0.2896 -0.8870 0.1056
H 2.527 1.572 -1.264 -0.2084 0.0797 0.1152
H 0.251 5.918 2.625 -0.0597 0.0342 0.2592
H 3.330 -1.980 -6.389 0.0474 -0.0545 -0.1267
Sb -0.729 -2.004 1.496 -0.5976 -0.6311 0.2982
H -3.723 -2.692 2.322 -0.0896 -0.0699 0.1213
H 4.003 0.021 -2.681 0.0633 0.0309 -0.0311
H 2.695 2.533 1.908 0.0093 -0.0225 -0.1674
C 5.243 -1.634 -0.564 -0.1344 -0.2177 -0.2401
H -0.355 4.014 -4.248 0.0106 0.0100 0.0277
N -1.150 -1.466 -2.636 0.1367 0.1940 -0.3718
C 3.101 -1.856 -5.343 0.0082 0.0205 -0.0350
H 0.854 0.384 -2.678 -0.1329 0.0589 0.1303
H 1.667 -3.449 -5.299 -0.0550 -0.0181 -0.0615
H -2.447 4.631 2.534 0.0916 0.1000 0.1262
C 1.798 2.390 -1.174 0.6009 0.0119 0.1824
N 2.020 3.318 -2.248 0.3201 0.1431 0.0385
H -0.785 -4.658 0.999 -0.0479 0.2069 0.0828
H -4.088 4.580 1.921 -0.2519 -0.0781 0.0622
H 1.091 -3.111 -2.941 -0.0173 -0.0914 0.0040
As -0.770 1.543 2.002 0.0673 0.9785 0.1214
C -3.798 -2.383 1.289 0.5232 -0.0135 0.3124
C -0.990 -1.410 4.527 0.0879 0.3580 -0.0814
H -4.389 0.582 0.517 0.0353 -0.1651 0.0641
C -1.765 -2.402 -1.748 -0.0886 -0.0746 0.3838
Si -3.102 2.281 1.868 -0.9564 0.2622 0.0064
H -0.330 3.497 -0.132 0.0082 -0.1326 -0.1020
C 3.750 -0.879 -4.607 0.0303 0.1173 -0.0648
C -4.080 -1.498 -1.364 -0.0269 0.0254 0.1648
C 1.780 2.646 -3.522 0.1348 -0.0550 -0.1657
C -0.498 3.007 -1.098 -0.4977 0.2970 0.3304
H -2.750 4.543 0.798 0.0880 -0.0119 -0.1469
C 5.847 0.373 1.256 0.0253 0.0261 0.0449
C 6.858 -0.410 0.724 -0.0378 0.0349 0.0349
H 3.038 3.536 3.302 0.0223 0.2655 0.1039
C -2.659 -3.586 -3.740 -0.0292 -0.1464 0.2632
H 1.272 4.947 -1.171 0.0149 0.0175 -0.0038
H 2.446 1.783 -3.611 -0.0023 0.1236 -0.0187
H 1.979 3.335 -4.342 0.0040 0.0142 0.0239
H 1.355 5.347 1.402 0.1872 -0.1145 -0.0934
C -1.933 -3.916 5.239 -0.0260 -0.0308 -0.0442
H -0.961 -2.788 -1.097 -0.0983 -0.0760 -0.0686
H -3.763 0.527 3.536 0.0433 -0.1598 -0.0515
C -5.168 -1.878 -0.651 -0.0361 0.1117 -0.3152
Ir 0.086 0.172 0.267 0.3564 -0.3176 -0.7065
H -1.165 4.007 4.627 -0.1553 0.0551 -0.0392
H -2.319 -2.525 -5.585 -0.0196 0.0127 -0.2082
H -3.471 1.631 -0.557 0.1013 0.0039 -0.1314
C -1.723 -2.953 6.213 0.0071 0.0291 -0.0579
N -0.285 3.956 -2.156 -0.2064 0.2342 0.0344
Sb 2.191 -1.294 -0.551 0.8317 -0.4471 -0.0239
C 2.159 -2.670 -4.735 -0.0836 -0.0558 -0.0880
H 6.079 1.157 1.961 0.0338 0.0548 0.0683
C -4.057 1.604 0.359 0.6414 0.0605 0.6097
H -4.163 -1.140 -2.381 -0.1169 0.0156 -0.0909
H 5.017 -2.407 -1.290 0.0462 -0.0084 0.0024
C -2.467 -3.551 -2.390 0.0243 -0.4784 0.0773
C -2.160 -2.540 -4.523 -0.2241 -0.2668 -0.1382
H 1.371 -5.255 0.014 -0.0389 0.0267 -0.0255
C 1.849 -2.490 -3.398 -0.0954 -0.1909 0.0948
N 0.404 2.174 -3.598 -0.0483 -0.0492 -0.3071
H -1.102 -0.946 6.612 0.0392 0.0808 0.0803
H -1.536 2.661 -1.149 0.1339 -0.1270 0.0876
C 6.555 -1.409 -0.188 0.0904 -0.0701 -0.0184
H -0.611 -0.428 4.246 -0.0325 -0.1037 0.1139
H -4.943 2.210 0.187 -0.1004 0.1943 0.1119